No. 1
Entry from the OMol25 dataset: a molecular structure, C53H38Br2N4OW in a non-equilibrium geometry (ωB97M-V/def2-TZVPD).

Element x y z (Å)
W  -0.14119  -0.57036  0.59518
C  2.47307  -4.10818  3.80501
C  3.15462  -2.95760  3.47770
C  2.43534  -1.89929  2.75943
C  0.41278  -2.30766  1.87749
C  0.30144  -3.05951  3.23923
C  1.10545  -4.20397  3.62910
C  0.95504  -1.71659  3.20150
C  0.61572  -0.34957  3.53791
C  1.03571  0.44833  4.60270
C  1.19686  1.72512  4.09929
C  0.85614  1.69846  2.73229
C  1.07623  2.66420  1.72568
C  2.00480  3.76390  1.97189
C  1.93904  4.58508  3.10065
C  2.91298  5.53981  3.32383
C  3.96247  5.69107  2.43002
C  4.02526  4.89540  1.29471
C  3.04995  3.94544  1.05866
C  0.44835  2.54693  0.47344
N  -0.42598  1.49410  0.16940
C  -1.26375  1.96244  -0.80634
C  -2.53202  1.24723  -1.22027
C  -3.58671  1.42220  -0.12482
C  -4.93624  1.54308  -0.45727
C  -5.90475  1.68917  0.52189
C  -5.54175  1.72889  1.85766
C  -4.20917  1.58214  2.20459
C  -3.24052  1.41747  1.22543
C  -0.93417  -0.34332  -2.20305
C  -0.57474  0.00065  -3.50969
C  0.80928  -0.07486  -3.57799
C  1.27413  -0.48002  -2.30790
N  0.17651  -0.62248  -1.45853
C  2.51451  -1.04939  -1.97011
C  2.58558  -1.70603  -0.71816
C  3.18921  -2.98243  -0.44822
C  2.68740  -3.44062  0.71435
C  1.89282  -2.36550  1.34947
N  1.84166  -1.29357  0.34575
C  3.60314  -1.01832  -2.95044
C  4.07310  0.24054  -3.33555
C  5.09192  0.35391  -4.26219
C  5.62343  -0.78313  -4.84978
C  5.13961  -2.03302  -4.49699
C  4.14810  -2.15756  -3.53933
C  -0.87529  3.24748  -1.20205
C  0.20618  3.61151  -0.42204
N  0.42935  0.41315  2.39393
H  3.00110  -4.93483  4.25142
H  4.19829  -2.81848  3.70171
H  2.99586  -0.96324  2.69299
H  -0.71045  -3.08278  3.62869
H  0.58752  -5.10898  3.90076
H  1.21650  0.11289  5.60523
H  1.54762  2.57601  4.64705
H  1.09206  4.51130  3.76717
H  2.84825  6.17837  4.19220
H  4.72434  6.43430  2.60986
H  4.83128  5.01858  0.58823
H  3.10687  3.31296  0.18463
H  -5.24738  1.50582  -1.48647
H  -6.94405  1.76566  0.24031
H  -6.28626  1.87693  2.62238
H  -3.91824  1.60189  3.24380
H  -2.19675  1.29114  1.54238
H  -1.22830  0.24003  -4.32433
H  1.42387  0.10108  -4.43721
H  3.84857  -3.49737  -1.11733
H  2.89381  -4.38114  1.18221
H  3.64904  1.12045  -2.87482
H  5.46559  1.33008  -4.52939
H  6.41300  -0.69553  -5.57961
H  5.52608  -2.91589  -4.98023
H  3.75323  -3.13170  -3.29673
H  -1.34320  3.84859  -1.95523
H  0.72815  4.54718  -0.42198
Br  -2.86284  -2.01386  2.22776
C  -3.00840  -3.55909  1.04045
Br  -1.58005  -3.63255  -0.27812
H  -3.95220  -3.48449  0.49888
H  -2.96056  -4.45860  1.65346
C  -3.02665  1.80036  -2.56180
C  -2.19469  -0.29621  -1.37326
O  -1.79008  -0.73336  -0.07795
C  -3.34290  -1.15871  -1.87378
C  -4.43431  -1.38963  -1.03648
C  -5.49020  -2.17737  -1.46221
C  -5.46269  -2.76234  -2.71800
C  -4.35668  -2.57862  -3.53217
C  -3.30121  -1.78422  -3.11581
H  -2.19787  1.94929  -3.24947
H  -3.52017  2.75675  -2.40724
H  -3.73253  1.10998  -3.01573
H  -4.46208  -0.94744  -0.05181
H  -6.33810  -2.32394  -0.80910
H  -6.28896  -3.36663  -3.05883
H  -4.31273  -3.05969  -4.49654
H  -2.44140  -1.66765  -3.75742

Cartesian forces (eV/Å) of the 2 atoms listed first:
1.92 -0.15 0.39
0.29 -0.54 0.19

The HOMO-LUMO gap (spin up / spin down) is 4.1 / 4.1 eV. Its highest occupied orbital energy (spin up / spin down) is -11.975 / -11.974 eV. The relative energy (zero: lowest compared OMol25 entry of this formula, charge and spin) is 679.79 kJ/mol. As for the net charge: +2.

***

No. 2
Entry from the OMol25 dataset: a molecular structure, C31H45ClF5OPTc in a non-equilibrium geometry (ωB97M-V/def2-TZVPD).

Element x y z (Å)
Tc  -1.22692  0.39349  1.73406
Cl  -0.22973  -0.28058  3.70869
P  -0.70248  0.00363  -0.45762
C  2.98424  -0.49822  0.93897
H  3.73363  -1.15165  0.17955
H  1.78573  -0.67730  0.95998
C  -2.66256  0.07913  -0.44509
C  -0.30866  -1.72006  -1.10147
C  -3.47712  0.35670  -1.71342
H  -3.00272  -0.89649  -0.05331
C  -4.96721  0.22591  -1.36948
H  -3.25103  1.37012  -2.08101
H  -3.20463  -0.35537  -2.50804
C  -5.40241  1.06785  -0.15706
H  -5.55857  0.49524  -2.25295
H  -5.17896  -0.82855  -1.15998
C  -4.45737  0.96367  1.03140
H  -5.48125  2.11993  -0.46666
H  -6.40316  0.75635  0.14572
C  -3.00309  1.15561  0.58934
H  -4.70546  1.70122  1.80234
H  -4.54097  -0.02034  1.51119
H  -2.88407  2.16883  0.15998
H  -2.53934  1.20233  1.72992
C  -0.27673  1.12987  -1.94284
C  1.08005  -1.74582  -1.74668
H  -0.24646  -2.31175  -0.16555
C  1.50892  -3.16579  -2.12906
H  1.10354  -1.10243  -2.64338
H  1.81101  -1.31345  -1.06311
C  0.45633  -3.90373  -2.96720
H  2.46238  -3.12687  -2.66207
H  1.69446  -3.74293  -1.19755
C  -0.95819  -3.81335  -2.38164
H  0.45772  -3.48835  -3.99052
H  0.74501  -4.95773  -3.06413
C  -1.37008  -2.38539  -1.99022
H  -1.68857  -4.22982  -3.08280
H  -1.00005  -4.44079  -1.47111
H  -1.52050  -1.79528  -2.91001
H  -2.33960  -2.42534  -1.48539
C  -0.74934  2.58572  -1.81040
H  0.82299  1.14089  -1.85707
C  -0.00927  3.48324  -2.82991
H  -1.83229  2.64697  -2.01724
H  -0.60185  2.96379  -0.78800
C  -0.14417  2.98959  -4.28065
H  -0.37740  4.51406  -2.75204
H  1.06057  3.51038  -2.56113
C  0.07444  1.47825  -4.44075
H  -1.15168  3.25033  -4.65221
H  0.56175  3.52762  -4.92513
C  -0.62847  0.64001  -3.36348
H  -0.25161  1.15372  -5.43618
H  1.15625  1.26826  -4.39059
H  -1.71569  0.70551  -3.51697
H  -0.36131  -0.40790  -3.52605
C  0.42270  1.68299  1.60217
C  3.07624  0.89584  0.87473
H  0.97941  2.16360  0.62963
C  3.53030  1.76504  1.90231
H  2.64504  1.41116  -0.03481
C  3.04992  1.90215  3.41834
H  4.57824  1.43446  2.01714
H  3.47986  2.77374  1.49726
C  1.95288  2.97486  3.50316
H  2.61832  1.03235  3.88200
H  3.87443  2.27083  4.02920
C  0.62122  2.61400  2.73517
H  1.60249  3.13428  4.53685
H  2.31466  3.94250  3.13340
H  -0.03060  2.09554  3.49477
H  0.13054  3.54235  2.36482
F  2.31863  -4.63706  5.97617
C  2.45448  -3.63962  5.05261
C  1.64937  -3.60606  3.93664
F  0.68786  -4.56029  3.72316
C  1.83992  -2.61709  2.97513
F  1.01655  -2.64183  1.87524
C  2.84201  -1.65065  3.23290
O  3.24943  -0.66451  2.39420
C  3.64090  -1.69033  4.39771
F  4.57729  -0.72229  4.52121
C  3.45729  -2.71060  5.29670
F  4.33253  -2.75828  6.34818

Cartesian forces (eV/Å) of the 2 atoms listed first:
7.08 -0.33 0.22
-0.22 -0.84 1.06

The HOMO-LUMO gap (spin up / spin down) is 6.8 / 7.3 eV. As for the spin multiplicity: 4. Its highest occupied orbital energy (spin up / spin down) is -6.584 / -7.363 eV.

***

No. 3
Entry from the OMol25 dataset: 2 unconnected molecules or ions with the total composition C6H12BN in a non-equilibrium geometry (ωB97M-V/def2-TZVPD).

Element x y z (Å)
B  0.58303  0.37514  0.73694
C  0.99686  2.47058  -0.50251
C  -3.04329  0.89840  -0.42523
C  0.95887  1.85690  0.71530
C  -2.47307  0.74263  0.78370
C  2.15589  -1.17512  -0.18097
C  -0.15678  -1.89258  0.06286
N  0.79824  -0.84405  0.16908
H  1.13950  3.57380  -0.54087
H  0.40821  2.11505  -1.36058
H  -4.13479  1.04122  -0.60845
H  -2.67508  1.08108  -1.36809
H  0.97010  2.50052  1.52974
H  -2.87333  0.45706  1.67084
H  2.91094  -1.03495  0.73455
H  2.43026  -2.19545  -0.48581
H  2.33864  -0.36154  -0.87307
H  -1.03502  -1.73040  0.65166
H  -0.42956  -2.35623  -0.88871
H  0.29326  -2.85741  0.47620

Cartesian forces (eV/Å) of the 2 atoms listed first:
-2.22 1.36 -0.49
-1.36 1.29 0.24

The HOMO-LUMO gap (spin up / spin down) is 8.3 / 6.5 eV. Its highest occupied orbital energy (spin up / spin down) is -7.840 / -6.271 eV. The relative energy (zero: lowest compared OMol25 entry of this formula, charge and spin) is 737.66 kJ/mol.

***

No. 4
Entry from the OMol25 dataset: a molecular structure, C46H41ClGeMnN2O4S2 in a non-equilibrium geometry (ωB97M-V/def2-TZVPD).

Element x y z (Å)
Mn  -0.45080  -0.37620  -0.37921
Cl  0.38682  -7.57953  0.35549
C  0.39354  -5.83988  0.43420
C  1.16004  -5.19950  1.43057
C  1.15754  -3.83864  1.53976
C  0.40523  -3.01670  0.64881
O  0.41315  -1.75063  0.79682
C  -0.33258  -3.69527  -0.38732
C  -1.04346  -2.97080  -1.37244
O  -1.07280  -1.73035  -1.46148
C  -0.33189  -5.10876  -0.45092
H  1.75654  -5.79842  2.10815
H  1.72678  -3.32988  2.30845
H  -1.60094  -3.54100  -2.12706
H  -0.91387  -5.60510  -1.22012
S  1.53476  0.85623  -1.63159
C  2.98785  0.21364  -1.07699
N  3.91524  1.01797  -0.55628
C  5.27862  0.51417  -0.43768
C  5.23088  -0.82227  0.24343
N  4.38514  -1.72015  -0.52878
C  4.76548  -3.13178  -0.50858
C  6.02076  -3.38437  -1.31318
C  5.97584  -3.37479  -2.70674
C  7.13441  -3.57234  -3.44335
C  8.34970  -3.77383  -2.79907
C  8.39998  -3.79118  -1.41374
C  7.23870  -3.59569  -0.67540
C  3.33531  -1.25078  -1.22296
S  2.47994  -2.21802  -2.26711
C  3.71249  2.45911  -0.36984
C  4.40805  2.94216  0.88308
C  5.50581  3.79169  0.80549
C  6.16811  4.19351  1.95944
C  5.74270  3.73173  3.19600
C  4.64550  2.88166  3.27751
C  3.97576  2.48895  2.12762
H  5.86038  1.21326  0.15498
H  5.73683  0.41378  -1.42690
H  4.85290  -0.71210  1.26408
H  6.23248  -1.24682  0.27735
H  3.93267  -3.70050  -0.90823
H  4.92606  -3.42182  0.53190
H  5.02747  -3.21454  -3.20549
H  7.08862  -3.57700  -4.52573
H  9.25383  -3.91408  -3.37822
H  9.33995  -3.96464  -0.90443
H  7.27962  -3.61672  0.40888
H  2.64151  2.62585  -0.31638
H  4.09586  2.99475  -1.24360
H  5.84490  4.14515  -0.16310
H  7.01762  4.86244  1.89127
H  6.26135  4.03749  4.09671
H  4.30587  2.52329  4.24171
H  3.10102  1.85160  2.18830
O  1.01504  2.04376  1.93214
C  -0.15438  2.00574  1.57218
O  -0.64074  1.07746  0.81748
C  -1.11172  3.11060  2.02216
C  -2.58868  2.75182  2.21089
Ge  -3.54912  1.54120  0.98685
C  -3.35838  -0.36127  1.47297
C  -4.31777  -1.27428  1.02787
C  -4.20488  -2.62746  1.31383
C  -3.12831  -3.09083  2.06241
C  -2.18664  -2.19252  2.54037
C  -2.30190  -0.83787  2.24810
C  -3.32323  1.68649  -0.97192
C  -4.25778  1.04120  -1.78525
C  -4.11616  1.02261  -3.16477
C  -3.03759  1.66042  -3.76243
C  -2.12001  2.33746  -2.97410
C  -2.25998  2.34698  -1.58964
C  -5.45889  1.92296  1.31967
C  -6.04210  1.48381  2.51056
C  -7.37682  1.74225  2.79228
C  -8.15538  2.44204  1.87898
C  -7.59062  2.89138  0.69322
C  -6.25134  2.63686  0.42049
H  -1.02198  3.89228  1.26232
H  -0.69833  3.49592  2.95267
H  -3.19231  3.66067  2.20218
H  -2.72396  2.29144  3.19452
H  -5.17927  -0.92013  0.47151
H  -4.95998  -3.31982  0.96056
H  -3.02633  -4.14942  2.27152
H  -1.35201  -2.54558  3.13507
H  -1.55793  -0.14885  2.62899
H  -5.11643  0.55731  -1.33451
H  -4.85091  0.51019  -3.77452
H  -2.91802  1.63596  -4.83863
H  -1.28238  2.85259  -3.43052
H  -1.54984  2.90719  -0.99536
H  -5.44272  0.92228  3.22157
H  -7.81127  1.39403  3.72198
H  -9.19957  2.63646  2.09189
H  -8.19379  3.43872  -0.02168
H  -5.81660  2.99741  -0.50613

Cartesian forces (eV/Å) of the 2 atoms listed first:
1.29 1.65 0.83
0.03 -0.01 0.01

The HOMO-LUMO gap (spin up / spin down) is 6.9 / 7.2 eV. As for the spin multiplicity: 6. Its highest occupied orbital energy (spin up / spin down) is -7.821 / -8.061 eV. The relative energy (zero: lowest compared OMol25 entry of this formula, charge and spin) is 109.67 kJ/mol.

***

no.,calculated total energy (Ha)
1,-7551.17866
2,-2664.78545
3,-315.17685
4,-6672.56263